<w>
Molecular formula: C10H48O19
Method: DFT, ωB97M-V/def2-TZVPD

XYZ file:
```
77
Properties=species:S:1:pos:R:3:mulliken_charge:R:1
O 17.4680 -27.3220 -11.2710 -0.596
O 17.8160 -24.2450 -8.0890 -0.701
C 16.3880 -27.2260 -12.1640 -0.081
H 13.5520 -26.9220 -9.3800 -0.176
O 18.8200 -26.7400 -7.9780 -0.547
H 16.4940 -24.8420 -10.9840 0.295
C 12.9730 -25.0000 -11.7900 -0.580
H 17.5360 -27.4560 -5.9710 -0.114
C 15.2580 -29.5440 -5.8430 -0.140
H 15.1870 -25.2190 -10.2200 -0.013
H 20.4620 -27.3910 -6.8350 0.299
H 14.7230 -28.6440 -6.0780 0.226
H 13.3490 -26.1200 -0.5570 0.320
H 14.7430 -24.0600 -8.1300 -0.173
H 12.1680 -26.4680 -2.2140 0.336
H 13.6690 -25.3930 -12.5430 0.161
O 13.9200 -26.0160 -1.3890 -0.544
C 14.6360 -30.5670 -4.8790 -0.247
C 13.6850 -26.1880 -3.7510 0.381
H 16.6140 -27.3500 -13.2070 0.434
H 11.9530 -26.8640 -11.1850 0.270
H 11.6650 -27.1530 -8.0480 0.226
O 14.4160 -23.1810 -8.2590 -0.759
H 15.1500 -22.6290 -8.0480 0.329
H 17.1500 -27.1330 -10.4370 0.253
H 13.6450 -30.8550 -5.3080 0.294
O 15.1030 -25.7160 -7.5790 4.124
H 16.0540 -28.6580 -8.0310 0.065
H 14.9990 -29.1400 -3.7080 0.253
H 16.3720 -25.2210 -6.2600 0.058
C 18.5100 -27.9640 -6.0760 0.290
H 17.2630 -27.8810 -8.4460 0.347
H 15.9280 -24.5020 -5.0990 0.289
H 12.6920 -23.7140 -7.0280 0.317
O 19.0630 -28.3970 -4.8670 -0.637
C 19.4480 -26.9810 -6.7360 -0.602
O 16.3180 -27.9360 -8.5960 -0.687
H 12.2710 -28.3870 -7.5680 0.209
H 13.0060 -26.5480 -5.4870 0.190
H 16.2650 -29.2340 -5.4600 0.012
H 18.4470 -23.7270 -8.6020 0.282
H 19.5700 -26.1360 -6.1590 0.373
O 11.9300 -24.5460 -12.6210 -0.577
H 18.4030 -28.8450 -6.6780 0.279
O 12.1910 -24.4060 -6.6150 -0.604
O 14.2820 -29.7410 -3.8260 -0.456
H 13.3300 -25.1540 -3.9170 0.086
O 13.6590 -26.2110 -10.0010 -0.100
O 13.0980 -27.0560 -4.6720 -0.548
H 18.4770 -28.3380 -4.1120 0.353
H 12.2380 -23.9350 -13.2710 0.333
C 13.1960 -26.7180 -2.4020 -0.642
O 14.2490 -27.9270 -12.4130 -0.542
O 16.0030 -24.6640 -10.2020 -0.653
H 15.6090 -26.3180 -8.1210 -0.873
H 14.7780 -26.2080 -3.8180 0.160
H 13.5540 -24.1630 -11.3200 0.287
H 14.6260 -30.3040 -7.5430 0.301
H 18.5270 -25.8220 -8.0300 0.384
O 16.6500 -25.0350 -5.3500 -0.755
H 11.7870 -25.4250 -10.0810 0.540
C 12.4650 -25.9600 -10.7150 -0.255
H 13.6100 -28.5490 -12.1410 0.282
H 12.0510 -24.0280 -5.7440 0.256
H 14.3140 -26.2180 -7.3890 -0.847
O 15.4370 -30.0860 -7.1020 -0.624
H 15.8630 -26.2820 -12.1110 -0.245
H 17.1280 -24.4280 -8.7130 0.261
H 15.6800 -29.4050 -11.9700 0.342
H 15.2430 -28.2530 -10.7900 -0.273
O 12.4820 -27.4730 -7.7130 -0.430
C 15.4720 -28.3450 -11.8190 0.269
H 13.2940 -27.7850 -2.2670 0.306
H 15.2980 -31.3790 -4.5600 0.252
O 14.4610 -23.3490 -5.2350 -0.794
H 13.6390 -22.9470 -4.8990 0.302
H 14.4000 -23.6980 -6.0960 0.193
```

Values from the calculation:
**Kohn-Sham gap**: 9.33 eV

<x>
Molecular formula: C10H48O19
Method: DFT, ωB97M-V/def2-TZVPD

XYZ file:
```
77
Properties=species:S:1:pos:R:3:mulliken_charge:R:1
H 1.6143 2.5074 -2.0761 0.213
H 0.6139 1.2668 0.1811 -0.995
O 1.3462 -1.7478 -3.9717 -0.643
O -0.5855 0.7303 4.5069 -0.544
H 3.5236 3.9278 -2.8254 0.336
H 2.5000 2.1790 -0.5551 -0.410
O 4.7740 3.1860 -1.3062 -0.559
H -2.6347 3.1457 4.4230 0.320
C 0.5195 -1.2092 -4.9591 -0.453
O 2.8732 -2.4936 1.6379 -0.665
H -0.9260 -4.4200 -0.0500 0.167
H 4.1128 1.2856 -2.4053 0.291
O -2.7079 -0.3227 -2.2012 -0.698
H 2.1074 -1.1521 -4.1198 0.369
H 3.1243 0.7083 2.1836 0.313
O -3.9309 -1.3942 0.0893 -0.590
H -2.0017 3.3075 -1.0592 0.268
O 0.6000 -5.8884 -1.6083 -0.638
H 0.5437 3.7758 0.1770 0.352
O -0.1969 4.0997 -0.3434 -0.593
H 2.9814 4.3665 -1.2142 0.261
H -4.5427 -0.7904 0.5049 0.248
C -2.6770 1.4595 5.4902 -0.550
H 1.9101 4.2106 1.9355 0.268
O -0.2623 -1.3206 -1.7865 -0.768
H -2.8070 -3.0489 2.5595 0.308
O 0.4399 -0.8767 2.3536 -0.364
H 0.9590 -5.8523 -2.5210 0.313
H 1.6265 0.5737 2.3565 0.387
O 3.1560 1.1902 -2.2562 -0.580
H -0.4179 1.2037 -1.2527 0.170
H 1.5049 -0.4376 -1.2330 0.212
C 3.4821 3.5423 -1.7880 -0.669
H -2.3103 0.6153 3.4933 0.107
O -1.4065 -2.4946 0.8039 0.199
H -1.9446 0.0641 0.0394 0.569
C -2.0043 0.5133 4.5379 -0.078
O -2.2638 2.8307 5.2709 -0.537
H -3.1563 -4.5241 0.9592 0.263
H 0.0661 0.8407 -5.4720 0.366
H 2.0805 2.7064 1.7485 0.311
H -0.3774 1.6856 4.4693 0.316
C 0.6316 0.2495 -4.7587 0.400
H 1.2502 -5.3103 -1.1560 0.314
H -1.9754 -5.6308 1.8086 0.401
H 0.3542 -1.6797 -2.4710 0.318
O 2.0082 0.5989 -4.8818 -0.658
C -0.1295 0.6450 -0.3669 0.563
H -2.5400 0.6118 -2.3678 0.264
O -1.2207 0.4723 0.5347 -0.481
H 0.6774 -1.4230 -0.0016 -0.445
H -2.2976 -2.2533 0.4987 -0.009
H -3.7343 1.3111 5.4319 0.341
H 4.9608 3.6932 -0.5067 0.321
C -2.2571 -4.5744 1.6052 -0.697
H 2.9710 -3.1252 2.3640 0.294
H -1.8218 -0.7093 -2.1615 0.376
H -3.4867 2.9280 -1.4483 0.280
H 0.0189 -0.5664 3.1900 0.064
O -2.5649 2.6683 -1.5319 -0.545
H -0.2593 -0.9729 1.6952 0.092
H 0.8752 -1.6015 -5.9374 0.273
C -1.1308 -3.8668 0.8696 -0.081
H 0.0615 4.9847 -0.5980 0.285
O 1.9495 3.5077 1.2770 -0.594
C 0.5318 -0.6664 -0.7946 0.912
O 2.3749 1.1880 2.4952 -0.720
H 2.3338 0.8971 -4.0187 0.437
H 2.0608 -2.0272 1.8440 0.350
O -2.5638 -3.9283 2.8470 -0.555
H -4.0145 -1.2392 -0.8483 0.247
C 2.5930 2.3276 -1.6546 0.871
H -2.3942 1.1940 6.5062 0.305
H -0.2293 -3.8692 1.5442 0.253
H -0.4505 -1.7076 -4.7882 0.297
H -2.1774 -0.5295 4.8106 0.312
H 0.2893 0.4548 -3.7470 -0.380
```

Values from the calculation:
**Kohn-Sham gap**: 9.77 eV

<y>
Molecular formula: C10H48O19
Method: DFT, ωB97M-V/def2-TZVPD

XYZ file:
```
77
Properties=species:S:1:pos:R:3:mulliken_charge:R:1
H 16.8890 -6.9500 14.9914 0.547
H 13.2168 -5.7909 19.7079 0.338
C 11.8313 -9.5707 14.8370 -0.727
C 12.4265 -4.2858 15.6280 -0.031
H 15.9870 -6.9331 21.8812 0.279
H 17.6830 -3.2370 14.5127 0.260
H 10.9444 -9.0207 14.9831 0.311
H 16.7547 -4.4908 16.4462 -0.226
O 13.7444 -9.7607 18.8343 -0.582
O 17.2425 -10.6743 18.2947 -0.548
O 15.4184 -6.2574 17.5360 1.614
H 13.1412 -3.4887 15.6451 0.179
O 16.7871 -5.6029 13.9146 -0.555
H 13.0123 -3.9792 18.8854 0.418
H 17.3154 -4.6667 21.6631 0.326
H 16.0029 -4.5190 19.6422 0.136
H 17.1994 -3.0657 21.9292 0.506
H 12.0531 -9.4956 13.7674 0.363
O 14.5487 -3.3417 17.7006 -0.520
O 16.9707 -7.8116 15.4366 -0.767
H 16.6047 -3.0617 13.0295 0.446
H 15.9678 -2.7121 19.7945 0.722
H 15.5371 -11.6863 18.7797 0.334
O 12.5559 -3.9747 19.6880 -0.775
O 19.4552 -5.2037 18.6474 -0.711
O 18.2476 -3.3250 20.2698 -0.547
H 17.4215 -10.4040 19.1906 0.317
H 14.9372 -2.5068 14.2251 0.286
H 11.7309 -6.5604 14.4305 0.305
H 15.6269 -5.6045 21.1437 0.377
H 15.7058 -4.7793 15.4790 0.745
H 11.9794 -3.2713 19.7803 0.237
O 11.2656 -5.8135 14.1576 -0.581
H 16.2555 -6.2938 17.9590 -0.051
O 15.6221 -6.5561 21.0677 -0.770
O 13.4146 -6.6890 19.5217 -0.620
H 14.7603 -2.4046 17.7337 0.277
H 11.5427 -3.9065 16.1267 0.336
H 10.9897 -11.2563 14.8759 0.294
H 12.9624 -5.0109 13.5870 0.133
H 12.6123 -8.8237 16.7088 0.320
H 19.0742 -3.7155 20.5942 0.308
H 17.6483 -8.1779 19.4095 0.204
C 15.9453 -3.6483 20.3116 -0.607
H 19.4254 -6.0869 18.2689 0.311
H 14.7951 -6.2608 18.2696 -0.585
C 12.9410 -8.9662 15.6837 0.113
O 11.5316 -10.7736 15.4308 -0.494
H 14.9808 -4.7803 13.9751 -0.139
H 13.5874 -10.4332 18.1483 0.338
O 17.3849 -7.2944 19.2424 -0.398
C 15.9190 -4.6703 14.4204 -0.196
H 16.9359 -5.4424 12.9844 0.368
H 13.3709 -7.1016 15.7854 0.220
H 14.0794 -7.0265 20.1977 0.331
H 15.3864 -3.7478 17.6883 0.075
C 15.1098 -9.6011 18.7562 0.181
O 15.7727 -2.4031 14.7198 -0.521
C 15.8261 -10.8266 18.2027 -0.772
H 16.8031 -7.0565 19.9580 0.274
O 13.3174 -7.7465 15.1204 -0.451
H 16.2234 -7.6453 16.0091 0.022
C 12.1178 -4.7550 14.2087 -0.620
H 13.7211 -4.8096 17.0502 -0.094
H 14.0571 -3.6467 20.5696 0.359
O 14.8278 -3.8412 21.1255 -0.710
O 13.0273 -5.2477 16.4766 -0.400
C 17.2314 -3.7673 21.1581 -0.630
O 17.4837 -4.2050 17.0595 -0.784
H 15.2446 -8.7609 18.1626 -0.059
H 13.7979 -9.6454 15.7893 0.148
C 16.6509 -3.3110 14.0921 -0.266
H 18.6007 -4.7583 18.4277 0.453
H 15.5664 -10.9444 17.2094 0.465
H 18.2790 -4.4749 16.6385 0.398
H 11.7726 -3.9405 13.5364 0.420
H 15.4092 -9.3198 19.7540 0.346
```

Values from the calculation:
**Kohn-Sham gap**: 9.92 eV

Of them, the most stable is <x> and the least stable is <y>.

<w>
Molecular formula: C4H13O4
Method: DFT, ωB97M-V/def2-TZVPD

XYZ file:
```
21
Properties=species:S:1:pos:R:3:nbo_charge:R:1
H -0.5415 0.1118 2.1820 0.182
H -0.0906 -2.0411 0.0124 0.119
H -0.7222 0.2669 -2.6591 0.462
C 1.4357 -0.2914 1.2544 -0.415
O 3.4218 0.9002 0.6305 -0.759
O -0.0406 -0.3651 -2.3571 -1.012
H 1.9748 -1.0302 0.6600 0.203
H -1.4398 -1.8413 1.2854 0.127
H -0.6215 -0.8909 -1.7400 0.510
H 3.5714 0.5259 -0.3066 0.464
C -0.1243 -0.1255 1.2049 -0.473
C -0.7836 -1.3272 0.5069 -0.052
H 1.9688 1.6451 1.8821 0.165
O -1.8443 -1.0271 -0.3385 -1.013
H 1.6598 -0.3575 2.3395 0.184
H -0.6097 0.6730 0.6192 0.226
H -4.2386 1.0878 -0.6361 0.446
C 2.0356 1.1039 0.8805 -0.054
O -3.4450 0.9933 -1.1898 -1.018
H 1.6086 1.5195 -0.0215 0.181
H -2.8651 0.2888 -0.8229 0.528
```

Values from the calculation:
**Net charge**: -1
**Kohn-Sham gap**: 6.69 eV

<x>
Molecular formula: C4H13O4
Method: DFT, ωB97M-V/def2-TZVPD

XYZ file:
```
21
Properties=species:S:1:pos:R:3:nbo_charge:R:1
H 1.1445 -1.7872 0.8383 0.254
O -3.1153 -0.7198 -0.8623 -1.121
O 1.4535 2.0229 -1.4177 -0.847
H 3.1873 -0.2814 0.2220 0.195
H 2.4549 -1.1137 -1.1447 0.185
O -0.6000 -0.6343 -1.2913 -0.543
H -0.8962 -1.0786 0.7978 0.227
C 1.1429 -0.7528 0.4935 -0.425
H -1.6096 -0.8603 -1.1769 0.519
H -0.6240 -0.5631 3.5088 0.412
C -0.3137 -0.4942 0.0828 0.108
H -3.6128 -0.3910 -1.6154 0.421
H -0.5871 1.0803 1.5032 0.264
H 2.0507 0.6600 -0.9141 0.301
H -1.8471 1.0433 0.3690 0.235
O 0.1134 -0.2833 2.9398 -0.965
C -0.7574 0.9533 0.4279 -0.588
C 2.2860 -0.3219 -0.4121 -0.564
H 1.2889 -0.0025 1.2814 0.267
H 2.2386 2.4278 -1.8170 0.421
H -0.4392 1.7416 -0.2541 0.244
```

Values from the calculation:
**Net charge**: -1
**Kohn-Sham gap**: 3.64 eV

Of them, the most stable is <w> and the least stable is <x>.

<w>
Molecular formula: C3H2O4
Method: DFT, ωB97M-V/def2-TZVPD

XYZ file:
```
9
Properties=species:S:1:pos:R:3:nbo_charge:R:1
H -0.4790 -1.7305 0.1407 0.168
O 1.4646 3.1504 1.5937 -0.522
O 0.6188 -0.2086 -0.9640 -0.507
O 1.2541 1.6323 3.2482 -0.498
C 1.3104 2.4038 2.4393 1.020
C 0.6400 1.0168 -1.2807 0.152
O -0.2907 0.1169 1.0582 -0.504
H 0.1783 1.5914 -0.5562 0.069
C -0.1760 -0.6526 0.1475 0.623
```

Values from the calculation:
**Kohn-Sham gap**: 8.46 eV

<x>
Molecular formula: C3H2O4
Method: DFT, ωB97M-V/def2-TZVPD

XYZ file:
```
9
Properties=species:S:1:pos:R:3:nbo_charge:R:1
H -3.5733 -0.4447 -0.0800 0.466
H 3.9356 0.5159 0.2248 0.248
O -2.7557 -0.5794 0.4301 -0.433
C 1.7236 0.5566 -0.2183 0.236
C 2.8930 0.5449 0.0771 -0.232
O -0.2190 -1.4411 -0.2173 -0.513
C -0.4134 -0.2859 -0.1788 0.977
O -1.8514 0.3405 -0.0811 -0.315
O 0.2606 0.7932 0.0436 -0.433
```

Values from the calculation:
**SMILES**: C#COC(=O)OO
**Kohn-Sham gap**: 10.38 eV

Of them, the most stable is <w> and the least stable is <x>.